No. 1
Molecular formula: C8H12NP
Method: DFT, ωB97M-V/def2-TZVPD

Values from the calculation:
highest occupied orbital energy	-8.848	eV
frontier orbital gap	8.37	eV
energy above the lowest of the compared OMol25 structures with the same formula, charge and spin	132.18	kJ/mol
structure (SMILES)	[H]/N=P/[H].CCc1ccccc1

Each line ends with the Mulliken charge.
Atoms and positions in Å:
H 3.877 -0.786 -1.428  0.2605
N 3.835 0.309 -1.229  -0.4364
P 4.263 0.680 0.232  0.1610
H 3.696 2.054 0.359  0.0432
C 0.307 1.944 1.224  -1.0539
C 0.547 0.744 0.255  -0.5960
C -0.690 -0.017 -0.169  0.7834
C -1.206 -0.745 0.919  -0.2184
C -2.076 -1.783 0.790  -0.8153
C -2.396 -2.055 -0.519  -0.2905
C -1.984 -1.331 -1.608  -0.4838
C -1.137 -0.212 -1.454  -0.5081
H 0.220 1.633 2.337  0.2698
H 1.183 2.629 1.160  0.2943
H -0.703 2.501 1.099  0.2961
H 1.033 -0.113 0.712  0.3513
H 0.955 1.119 -0.681  0.4062
H -0.853 -0.423 2.005  0.0182
H -2.550 -2.274 1.557  0.5020
H -3.030 -2.871 -0.734  0.3688
H -2.556 -1.398 -2.568  0.2683
H -0.733 0.395 -2.259  0.3794



No. 2
Molecular formula: C24H40N2O10
Method: DFT, ωB97M-V/def2-TZVPD

Values from the calculation:
highest occupied orbital energy	-9.614	eV
frontier orbital gap	9.10	eV
energy above the lowest of the compared OMol25 structures with the same formula, charge and spin	1379.72	kJ/mol
structure (SMILES)	O=[N+]([O-])c1ccccc1.O=[N+]([O-])c1ccccc1.COCCOC.COCCOC.COCCOC

Each line ends with the Mulliken charge.
Atoms and positions in Å:
O 6.430 0.716 -4.606  -0.5584
N 5.665 1.134 -3.772  0.9459
O 4.489 0.825 -3.681  -0.5632
C 6.160 2.041 -2.722  0.2952
C 5.562 2.039 -1.470  -0.2915
C 6.175 2.808 -0.490  -0.5030
C 7.311 3.555 -0.740  -0.4158
C 7.861 3.591 -2.020  -0.4405
C 7.292 2.779 -2.998  -0.3983
H 4.717 1.401 -1.265  0.4654
H 5.721 2.926 0.487  0.3427
H 7.732 4.206 0.017  0.3621
H 8.734 4.195 -2.214  0.3814
H 7.826 2.824 -3.938  0.3799
O 0.042 5.921 -2.683  -0.5974
N -1.160 5.737 -2.602  0.9817
O -1.969 6.180 -3.398  -0.5999
C -1.671 4.969 -1.463  -0.0210
C -3.039 4.875 -1.303  -0.4521
C -3.519 4.361 -0.105  -0.4597
C -2.642 3.891 0.874  -0.2991
C -1.284 3.913 0.617  -0.3881
C -0.776 4.355 -0.601  -0.2386
H -3.770 5.203 -2.026  0.4425
H -4.583 4.343 0.084  0.3943
H -3.093 3.584 1.808  0.3523
H -0.552 3.574 1.341  0.3344
H 0.290 4.412 -0.762  0.5255
C -5.054 1.291 3.801  -0.8480
O -5.320 1.142 2.422  -0.0953
C -6.457 0.373 2.147  -0.6095
C -6.590 0.233 0.641  -0.6282
O -5.527 -0.463 0.023  -0.3243
C -5.272 -1.737 0.542  -0.6416
H -4.979 0.308 4.276  0.3192
H -5.916 1.808 4.251  0.3517
H -4.164 1.886 3.969  0.2254
H -7.343 0.900 2.522  0.3971
H -6.376 -0.633 2.575  0.4511
H -6.563 1.233 0.208  0.2885
H -7.535 -0.254 0.376  0.3909
H -6.187 -2.345 0.509  0.3590
H -4.901 -1.758 1.574  0.2402
H -4.506 -2.251 -0.036  0.1562
C 1.239 0.568 -0.772  -0.7369
O 0.362 -0.176 0.039  -0.3264
C -1.015 0.178 -0.089  -0.0500
C -1.768 -0.497 1.055  -0.0531
O -1.454 -1.834 1.328  -0.3751
C -1.448 -2.634 0.183  -0.5193
H 1.315 1.621 -0.486  0.2668
H 0.824 0.547 -1.791  0.4020
H 2.199 0.062 -0.828  0.1617
H -1.368 -0.165 -1.069  0.2739
H -1.044 1.270 -0.075  0.0213
H -2.812 -0.473 0.702  -0.0340
H -1.704 0.126 1.943  0.3378
H -1.605 -3.685 0.447  0.3351
H -0.479 -2.665 -0.328  0.0487
H -2.235 -2.422 -0.549  0.2348
C 2.399 -8.153 2.075  -0.7099
O 1.926 -6.825 1.884  -0.3053
C 2.914 -6.011 1.293  -0.5220
C 2.212 -4.864 0.553  -0.2127
O 3.008 -4.433 -0.520  -0.3809
C 2.406 -3.415 -1.286  -0.4571
H 1.636 -8.753 2.556  0.2491
H 3.278 -8.108 2.739  0.2943
H 2.782 -8.550 1.130  0.3048
H 3.562 -6.546 0.594  0.3627
H 3.510 -5.564 2.094  0.2555
H 2.053 -4.089 1.312  0.2212
H 1.251 -5.206 0.150  0.2520
H 1.582 -3.820 -1.882  0.2841
H 3.177 -2.979 -1.918  0.3075
H 2.039 -2.597 -0.654  0.0602



No. 3
Molecular formula: C21H21BaN5OSTe
Method: DFT, ωB97M-V/def2-TZVPD

Values from the calculation:
highest occupied orbital energy	-6.126	eV
frontier orbital gap	6.07	eV
energy above the lowest of the compared OMol25 structures with the same formula, charge and spin	107.37	kJ/mol

Each line ends with the Mulliken charge.
Atoms and positions in Å:
Ba -0.247 0.722 0.517  1.3709
O -1.371 3.918 -0.031  -0.6011
C -1.208 3.007 -0.849  -0.3645
N -0.074 2.489 -1.331  -0.7471
C 1.139 3.187 -0.885  -0.5839
C 2.343 2.367 -1.275  0.4881
C 3.449 2.911 -1.910  -0.7586
C 4.495 2.078 -2.279  -0.2707
C 4.405 0.725 -2.004  -0.7495
C 3.274 0.268 -1.343  -0.2345
N 2.273 1.058 -0.975  0.1209
C -2.442 2.236 -1.349  1.0252
C -3.503 2.935 -1.906  -0.6610
C -4.577 2.223 -2.410  -0.3027
C -4.570 0.840 -2.318  -0.6878
C -3.490 0.227 -1.709  -0.2785
N -2.444 0.900 -1.232  0.0095
H 1.177 3.377 0.204  0.2114
H 1.169 4.174 -1.354  0.3351
H 3.475 3.970 -2.122  0.3666
H 5.363 2.481 -2.784  0.4047
H 5.186 0.034 -2.286  0.3765
H 3.176 -0.783 -1.089  0.4074
H -3.463 4.014 -1.936  0.4308
H -5.411 2.738 -2.868  0.4237
H -5.389 0.244 -2.695  0.3685
H -3.464 -0.850 -1.587  0.4286
Te -0.895 2.572 3.095  -0.2100
C -0.291 1.129 4.508  -0.0238
C -0.635 0.924 5.813  -0.4314
C 0.028 -0.185 6.412  -0.4296
C 0.882 -0.823 5.568  -0.5475
S 0.877 -0.039 4.040  -0.1077
H -1.351 1.548 6.327  0.4008
H -0.124 -0.493 7.437  0.3689
H 1.505 -1.676 5.774  0.3723
C -0.526 -4.786 -2.622  -1.2118
C -0.213 -3.956 -1.427  0.5151
C 0.143 -4.299 -0.141  -0.9456
C 0.322 -3.083 0.542  0.4706
N 0.092 -2.054 -0.270  0.2305
N -0.233 -2.612 -1.456  -0.0850
C 0.707 -2.871 1.963  -1.1867
H -0.478 -5.841 -2.364  0.3172
H 0.185 -4.604 -3.429  0.3077
H -1.527 -4.577 -3.001  0.3132
H 0.259 -5.294 0.251  0.4035
H -0.433 -2.015 -2.241  0.1082
H 1.003 -3.811 2.427  0.2916
H -0.114 -2.462 2.552  0.2867
H 1.548 -2.182 2.050  0.2649



No. 4
Molecular formula: C14H16O
Method: DFT, ωB97M-V/def2-TZVPD

Values from the calculation:
charge	-1
highest occupied orbital energy (spin up / spin down)	0.486 / -3.893	eV
frontier orbital gap (spin up / spin down)	2.77 / 7.02	eV
2S+1	2
energy above the lowest of the compared OMol25 structures with the same formula, charge and spin	243.47	kJ/mol

Each line ends with the Mulliken spin population.
Atoms and positions in Å:
C -3.278 -0.739 0.800  -0.0502
C -2.100 2.865 0.145  0.3452
C -1.029 2.900 1.052  -0.2327
C -2.625 1.564 -0.285  0.2759
C -2.402 0.546 0.677  -0.0060
C -0.737 1.759 1.804  0.2229
C -1.476 0.575 1.779  0.4980
H -2.345 3.742 -0.445  0.0205
H -0.441 3.746 1.159  -0.1031
H -2.996 1.270 -1.238  -0.0480
H -0.008 1.770 2.546  0.0418
H -4.030 -0.572 1.426  0.0206
H -2.587 -1.446 1.114  0.0065
H -1.317 -0.265 2.371  -0.0809
H -3.473 -1.127 -0.191  0.0122
C 2.875 -1.434 1.377  0.0392
C 0.426 -0.755 -1.294  -0.0428
C 1.057 -0.948 -0.035  -0.0034
C 1.136 -0.934 -2.420  0.1977
C 2.360 -1.395 0.014  -0.1407
C 2.496 -1.095 -2.297  -0.0045
C 3.184 -1.388 -1.142  -0.0109
O 0.637 -0.759 -3.695  -0.0962
H -0.639 -0.357 -1.357  0.0215
H 0.504 -0.677 0.802  0.1238
H 0.816 0.226 -3.892  -0.0026
H 3.016 -1.259 -3.252  -0.0023
H 3.845 -1.845 1.546  0.0007
H 2.123 -1.977 2.048  0.0069
H 4.145 -1.596 -1.068  0.0036
H 2.860 -0.395 1.952  -0.0127



No. 5
Molecular formula: C26H32NO4S2Sn
Method: DFT, ωB97M-V/def2-TZVPD

Values from the calculation:
charge	+1
highest occupied orbital energy (spin up / spin down)	-11.867 / -12.000	eV
frontier orbital gap (spin up / spin down)	5.27 / 5.72	eV

Each line ends with the Mulliken charge.
Atoms and positions in Å:
O -0.291 -0.253 -4.208  -0.4071
C -0.265 0.965 -5.105  -0.0628
C -0.204 0.230 -6.431  -0.9478
H 0.642 1.558 -4.918  0.1207
H -1.153 1.601 -4.943  0.2236
C -0.145 -0.979 -5.450  1.3742
H 0.692 0.398 -7.030  0.3078
H -1.107 0.225 -7.046  0.3437
C 1.187 -1.655 -5.642  -1.7138
H 2.004 -0.971 -5.410  0.3451
H 1.224 -1.913 -6.711  0.4187
H 1.270 -2.580 -5.069  0.4011
C -1.279 -1.902 -5.814  -1.7262
H -2.252 -1.416 -5.694  0.3534
H -1.261 -2.845 -5.269  0.3766
H -1.111 -2.116 -6.887  0.4227
Sn -0.876 -0.859 0.234  1.0643
C -3.263 -0.780 2.253  -0.2680
C -2.828 0.587 2.144  -0.3960
C -2.846 0.958 0.772  -0.9098
H -2.592 1.276 2.965  0.7873
C -3.301 -0.187 0.003  -0.4286
C -3.542 -1.275 0.948  -0.9980
H -3.977 -2.257 0.690  0.4733
H -3.424 -1.338 3.193  0.4559
H -2.645 1.971 0.388  0.5449
H -3.580 -0.122 -1.064  0.6479
C 1.240 -2.042 2.646  0.0947
C 0.539 -2.982 1.866  -1.1067
C 0.852 -2.725 0.477  -0.6046
H -0.089 -3.788 2.236  0.4428
C 1.688 -1.534 0.455  -0.7689
C 1.979 -1.185 1.802  -0.5279
H 2.730 -0.477 2.139  0.5580
H 1.261 -1.982 3.733  0.5829
H 0.710 -3.397 -0.370  0.7229
H 2.096 -1.048 -0.435  0.7851
O 1.882 2.071 -2.889  -0.4735
C 1.113 1.142 -2.067  -0.4541
C -0.375 1.642 -2.029  1.2699
H 1.463 1.102 -1.002  0.3384
H 1.196 0.126 -2.486  0.2733
C -0.233 3.136 -2.362  -0.5825
H -0.954 1.376 -1.114  -0.9040
H -0.843 1.127 -2.880  0.0095
C 1.276 3.369 -2.628  -0.5262
H -0.733 3.821 -1.658  0.3885
H -0.707 3.251 -3.354  0.1916
H 1.840 3.842 -1.770  0.3000
H 1.442 3.992 -3.554  0.3158
O 3.649 2.155 5.886  -0.5976
S 3.151 0.921 5.318  1.1160
O 3.986 -0.246 5.304  -0.5683
N 2.381 1.151 3.866  -0.6123
C 1.048 1.006 3.863  0.3802
S 0.185 1.180 2.425  0.0516
C 0.539 0.584 5.187  0.4604
C -0.725 0.130 5.584  -0.1664
C -0.886 -0.410 6.867  -0.7071
C 0.192 -0.480 7.763  -0.4657
C 1.458 -0.034 7.368  -0.6885
C 1.601 0.501 6.096  0.2199
H -1.554 0.177 4.871  0.2170
H -1.860 -0.800 7.173  0.4124
H 0.050 -0.881 8.771  0.3935
H 2.332 -0.111 8.008  0.4264